(one)
{
  "formula": "C5H5N3",
  "method": "ωB97M-V with the def2-TZVPD basis set",
  "smiles": "C#Cn1ncnc1C",
  "gap_ev": 10.48,
  "species": ["C", "C", "N", "N", "C", "N", "C", "C", "H", "H", "H", "H", "H"],
  "coordinates": [[-0.7888, -1.8230, 1.9136], [-0.1853, -1.3830, 0.9729], [0.3908, -0.7611, -0.2089], [1.5681, -1.0046, -0.8177], [1.7034, 0.0692, -1.5862], [0.7120, 0.9852, -1.5282], [-0.0892, 0.4647, -0.6009], [-1.0546, 1.2284, 0.1616], [-1.1039, -2.3937, 2.7579], [2.4966, 0.1730, -2.2139], [-1.1863, 2.3242, -0.2721], [-2.0154, 0.7860, 0.3469], [-0.4474, 1.3348, 1.0750]]
}

(two)
{
  "formula": "C5H5N3",
  "method": "ωB97M-V with the def2-TZVPD basis set",
  "smiles": "Nc1ncnc2c1C2",
  "gap_ev": 8.71,
  "species": ["N", "C", "N", "C", "N", "C", "C", "C", "H", "H", "H", "H", "H"],
  "coordinates": [[-1.4276, -1.2556, 1.2560], [-0.7110, -0.6460, 0.2889], [-0.2600, -1.3563, -0.6459], [0.5723, -0.9587, -1.5889], [1.0099, 0.2789, -1.6812], [0.6715, 1.0718, -0.6650], [-0.3751, 1.1759, 0.2451], [0.9519, 1.7642, 0.5618], [-1.9437, -0.5344, 1.7619], [-1.7898, -2.0947, 0.9142], [0.8093, -1.6718, -2.4369], [0.9045, 2.8856, 0.6494], [1.5879, 1.3411, 1.3406]]
}

(three)
{
  "formula": "C5H5N3",
  "method": "ωB97M-V with the def2-TZVPD basis set",
  "smiles": "Cn1cnc(C#N)c1",
  "gap_ev": 9.54,
  "species": ["C", "N", "C", "N", "C", "C", "N", "C", "H", "H", "H", "H", "H"],
  "coordinates": [[1.8376, -0.5988, 0.0781], [0.5439, 0.0634, -0.0926], [0.3101, 1.3673, 0.0479], [-0.9737, 1.5888, -0.2055], [-1.5405, 0.4007, -0.1629], [-2.9049, -0.0568, -0.0726], [-4.0289, -0.3152, 0.1530], [-0.5728, -0.6513, -0.2349], [2.3920, -0.3397, -0.8994], [1.9532, -1.6663, 0.0053], [2.3362, -0.0724, 0.9347], [1.0417, 2.0894, 0.5401], [-0.3937, -1.8091, -0.0913]]
}

(four)
{
  "formula": "C5H5N3",
  "method": "ωB97M-V with the def2-TZVPD basis set",
  "smiles": "C#CC=C=N/C=N\\N",
  "gap_ev": 7.87,
  "species": ["C", "C", "C", "C", "N", "C", "N", "N", "H", "H", "H", "H", "H"],
  "coordinates": [[2.7659, 0.7563, 0.0685], [1.9951, -0.1956, -0.0348], [1.2718, -1.3742, -0.1778], [-0.0530, -1.2328, -0.0192], [-1.2452, -1.3263, 0.0985], [-2.2181, -0.4167, -0.0535], [-2.1085, 0.8606, -0.0271], [-0.7966, 1.3051, -0.1215], [2.8671, 1.7979, 0.1514], [1.7006, -2.3374, -0.4669], [-3.2001, -0.9897, 0.1667], [-0.1700, 0.7983, 0.4551], [-0.8089, 2.3546, -0.0395]]
}

Most favorable structure: (three). The second most favorable one is 1.168 eV above it.

(one)
{
  "formula": "C5H5N3",
  "method": "ωB97M-V with the def2-TZVPD basis set",
  "gap_ev": [7.86, 7.85],
  "species": ["C", "C", "C", "C", "C", "N", "N", "N", "H", "H", "H", "H", "H"],
  "coordinates": [[-2.8129, 0.3545, 0.1465], [-0.0072, -1.9034, 0.7864], [-1.7093, -0.4317, 0.2751], [0.1843, 0.1780, 0.0045], [0.7027, 1.4386, -0.6226], [-3.7156, 1.0597, 0.1407], [0.7362, -0.9194, 0.2832], [-1.3975, -1.6280, 0.7252], [0.2741, -2.8643, 0.8779], [0.4498, 1.2938, -1.7336], [0.4235, 2.2512, -0.0820], [1.7588, 1.5989, -0.5317], [-2.0109, -2.2677, 1.2010]]
}

(two)
{
  "formula": "C5H5N3",
  "method": "ωB97M-V with the def2-TZVPD basis set",
  "smiles": "c1nc2[nH]ccc2[nH]1",
  "gap_ev": 8.93,
  "species": ["C", "N", "C", "N", "C", "C", "C", "N", "H", "H", "H", "H", "H"],
  "coordinates": [[-2.1900, -0.3373, 0.0465], [-1.2216, -1.3255, -0.0567], [-0.0390, -0.7360, -0.1882], [1.2786, -1.2697, -0.1799], [1.9443, -0.0072, 0.0122], [1.2078, 1.0963, -0.1207], [-0.0982, 0.5927, -0.2953], [-1.5049, 0.8116, -0.1348], [-3.3472, -0.1780, -0.1943], [1.4510, -2.1865, 0.3932], [3.0347, -0.1417, 0.0405], [1.5550, 2.1284, 0.3568], [-2.0704, 1.5529, 0.3206]]
}

(three)
{
  "formula": "C5H5N3",
  "method": "ωB97M-V with the def2-TZVPD basis set",
  "smiles": "c1cc2[nH]ncn2c1",
  "gap_ev": 8.92,
  "species": ["C", "C", "C", "N", "N", "C", "N", "C", "H", "H", "H", "H", "H"],
  "coordinates": [[1.8863, 0.0406, -0.0423], [1.0692, 1.1968, -0.0274], [-0.2072, 0.7142, -0.0150], [-1.6535, 1.0499, -0.0549], [-2.3355, -0.1042, 0.0325], [-1.5023, -1.0885, 0.0036], [-0.1989, -0.6591, -0.0335], [1.0937, -1.0812, -0.0464], [2.9579, 0.0497, -0.0488], [1.3949, 2.2140, -0.0094], [-2.0619, 1.8988, 0.2897], [-1.8028, -2.1140, 0.0117], [1.3602, -2.1170, -0.0598]]
}

Most favorable structure: (three). The second most favorable one is 1.364 eV above it.

(one)
{
  "formula": "C5H5N3",
  "method": "ωB97M-V with the def2-TZVPD basis set",
  "smiles": "C1=Cn2ncnc2C1",
  "gap_ev": 9.72,
  "species": ["C", "C", "N", "N", "C", "N", "C", "C", "H", "H", "H", "H", "H"],
  "coordinates": [[1.8426, -0.2703, -0.1412], [0.8866, -1.2982, -0.1251], [-0.3053, -0.7094, 0.3334], [-1.6616, -1.1955, 0.1255], [-2.3694, -0.1581, -0.0707], [-1.6780, 1.1299, -0.1592], [-0.4261, 0.5785, 0.0211], [1.1107, 1.0444, 0.1566], [2.8520, -0.2546, 0.1111], [0.7826, -2.3272, -0.5444], [-3.4006, -0.0024, 0.0116], [1.1559, 1.8240, -0.8235], [1.2105, 1.6389, 1.1046]]
}

(two)
{
  "formula": "C5H5N3",
  "method": "ωB97M-V with the def2-TZVPD basis set",
  "smiles": "C=Cc1ccnnn1",
  "gap_ev": 8.72,
  "species": ["C", "C", "C", "C", "C", "N", "N", "N", "H", "H", "H", "H", "H"],
  "coordinates": [[-1.7961, -2.0177, -0.2650], [-0.8007, -1.7822, 0.4526], [-0.0376, -0.5663, 0.1161], [1.1822, -0.2827, 0.7707], [1.4029, 1.1773, 0.6505], [0.9523, 1.9726, -0.2987], [-0.1136, 1.3854, -1.0275], [-0.5758, 0.3552, -0.6334], [-2.5908, -2.7285, -0.0095], [-2.0528, -1.0032, -0.9051], [-0.4755, -2.4611, 1.3300], [1.6263, -0.9564, 1.5593], [1.9486, 1.9869, 1.3934]]
}

Most favorable structure: (one). The second most favorable one is 1.608 eV above it.

(one)
{
  "formula": "C28H34ClFIrN5O5S",
  "method": "ωB97M-V with the def2-TZVPD basis set",
  "gap_ev": [7.68, 3.82],
  "spin_multiplicity": 6,
  "charge": 3,
  "species": ["Ir", "C", "C", "N", "C", "C", "C", "O", "O", "C", "O", "C", "C", "C", "F", "C", "C", "C", "N", "C", "C", "N", "C", "C", "H", "H", "H", "H", "H", "H", "H", "H", "H", "H", "H", "H", "H", "H", "H", "H", "H", "H", "Cl", "C", "C", "C", "C", "C", "C", "C", "O", "O", "H", "H", "H", "H", "C", "C", "N", "C", "S", "N", "C", "C", "H", "H", "H", "H", "H", "H", "H", "H", "H", "H", "H", "H"],
  "coordinates": [[0.0849, -0.0446, 0.5698], [5.7703, 4.5387, 2.6433], [5.1511, 4.8522, 1.2850], [4.3625, 3.7145, 0.7819], [3.0534, 3.6877, 1.0436], [2.2076, 2.6625, 0.7114], [0.7340, 2.8798, 1.0629], [0.4350, 3.8911, 1.6464], [-0.0984, 1.9694, 0.6424], [2.7200, 1.5094, 0.0651], [2.0410, 0.5115, -0.3404], [4.1516, 1.5414, -0.2102], [4.7516, 0.4618, -0.8695], [6.0704, 0.4905, -1.2121], [6.5567, -0.5680, -1.8893], [6.9049, 1.5965, -0.9122], [6.3102, 2.6325, -0.2001], [4.9521, 2.6432, 0.1363], [8.2430, 1.6776, -1.2920], [8.8548, 2.9484, -1.6450], [10.1942, 3.1016, -0.9201], [10.8755, 1.7603, -0.8473], [10.4629, 0.8811, -1.9834], [8.9807, 0.5311, -1.8359], [6.3278, 5.4015, 3.0053], [6.4420, 3.6814, 2.5854], [4.9873, 4.3157, 3.3679], [5.9075, 5.1133, 0.5487], [4.4799, 5.7032, 1.3699], [2.6287, 4.5539, 1.5355], [4.1513, -0.3933, -1.1459], [6.9320, 3.4594, 0.1077], [8.2162, 3.7858, -1.3865], [9.0029, 2.9966, -2.7293], [10.0601, 3.4681, 0.0950], [10.8350, 3.7954, -1.4614], [10.6258, 1.2949, 0.0260], [11.8889, 1.8831, -0.8357], [11.0546, -0.0313, -1.9809], [10.6702, 1.4173, -2.9067], [8.8700, -0.3129, -1.1559], [8.6144, 0.2175, -2.8158], [1.9677, -5.0820, 7.2967], [1.5798, -4.1443, 5.9617], [1.5193, -4.7504, 4.6787], [1.1906, -3.9860, 3.5953], [0.9333, -2.6104, 3.7634], [1.0025, -2.0071, 5.0404], [1.3144, -2.7623, 6.1340], [0.5991, -1.7499, 2.5893], [1.2970, -0.7212, 2.3929], [-0.3532, -2.0352, 1.8301], [1.7246, -5.8070, 4.5697], [1.1293, -4.4357, 2.6135], [0.8009, -0.9499, 5.1501], [1.3662, -2.3169, 7.1186], [-3.8566, -4.5215, -0.9601], [-3.6710, -3.2401, -0.1496], [-2.3051, -2.7117, -0.2399], [-1.8099, -2.0614, -1.2745], [-0.1002, -1.6195, -1.2456], [-2.5446, -1.7919, -2.3379], [-2.1275, -1.0500, -3.5365], [-1.7539, -1.9797, -4.6828], [-4.8745, -4.8875, -0.8355], [-3.1692, -5.2923, -0.6139], [-3.6821, -4.3660, -2.0251], [-3.8611, -3.4378, 0.9023], [-4.3760, -2.4680, -0.4670], [-1.6872, -2.8550, 0.5439], [-3.4817, -2.1697, -2.3669], [-1.2857, -0.4200, -3.2714], [-2.9580, -0.4072, -3.8255], [-0.9378, -2.6436, -4.3956], [-1.4353, -1.3864, -5.5385], [-2.6050, -2.5856, -4.9947]]
}

(two)
{
  "formula": "C28H34ClFIrN5O5S",
  "method": "ωB97M-V with the def2-TZVPD basis set",
  "gap_ev": [6.71, 3.60],
  "spin_multiplicity": 6,
  "charge": 3,
  "species": ["Ir", "C", "C", "N", "C", "C", "C", "O", "O", "C", "O", "C", "C", "C", "F", "C", "C", "C", "N", "C", "C", "N", "C", "C", "H", "H", "H", "H", "H", "H", "H", "H", "H", "H", "H", "H", "H", "H", "H", "H", "H", "H", "Cl", "C", "C", "C", "C", "C", "C", "C", "O", "O", "H", "H", "H", "H", "C", "C", "N", "C", "S", "N", "C", "C", "H", "H", "H", "H", "H", "H", "H", "H", "H", "H", "H", "H"],
  "coordinates": [[-0.3908, -0.1914, 0.2583], [3.8738, 6.0025, 2.5415], [3.9048, 5.6345, 1.0720], [2.7679, 4.7376, 0.7109], [2.9856, 3.4442, 0.7378], [1.9931, 2.4864, 0.4539], [2.4002, 1.0569, 0.4951], [3.5640, 0.8518, 0.1928], [1.5395, 0.1376, 0.7746], [0.6906, 2.9400, 0.0057], [-0.1708, 2.1358, -0.3799], [0.4697, 4.3775, 0.0194], [-0.7706, 4.9024, -0.3306], [-0.9736, 6.2553, -0.3227], [-2.1741, 6.6901, -0.7145], [0.0262, 7.1828, 0.0506], [1.2655, 6.6359, 0.4167], [1.4929, 5.2662, 0.3785], [-0.1715, 8.5577, 0.0836], [0.9029, 9.4793, -0.2484], [1.0294, 10.5459, 0.8360], [-0.3594, 10.9318, 1.3146], [-1.3903, 10.6784, 0.2541], [-1.4990, 9.1784, -0.0023], [4.7097, 6.6670, 2.7547], [3.9824, 5.1188, 3.1676], [2.9505, 6.5091, 2.8192], [4.8072, 5.0847, 0.8107], [3.8601, 6.4956, 0.4084], [3.9839, 3.1011, 0.9784], [-1.5771, 4.2486, -0.6323], [2.0389, 7.2993, 0.7624], [0.7201, 9.9351, -1.2268], [1.8543, 8.9615, -0.3364], [1.5067, 11.4515, 0.4636], [1.5700, 10.1916, 1.7116], [-0.3709, 11.9165, 1.5896], [-0.5971, 10.3987, 2.1539], [-1.0679, 11.2431, -0.6192], [-2.3410, 11.0850, 0.5947], [-1.9696, 9.0546, -0.9799], [-2.1519, 8.7261, 0.7444], [-8.6934, -1.1897, 1.6203], [-7.0063, -0.9715, 1.3918], [-6.1326, -1.9988, 1.7516], [-4.7781, -1.8203, 1.5612], [-4.3001, -0.6188, 1.0178], [-5.1880, 0.4062, 0.6740], [-6.5430, 0.2298, 0.8542], [-2.8768, -0.4541, 0.8179], [-2.3345, 0.6522, 0.4575], [-2.0482, -1.4212, 0.9631], [-6.5193, -2.9101, 2.1816], [-4.0879, -2.5995, 1.8511], [-4.8127, 1.3314, 0.2597], [-7.2478, 1.0037, 0.5899], [-3.2677, -4.5373, -2.9053], [-3.4074, -3.1055, -2.4189], [-2.2077, -2.6279, -1.7178], [-1.0906, -2.2270, -2.3006], [0.2807, -1.8160, -1.2695], [-0.9391, -2.1984, -3.6090], [0.2949, -1.8847, -4.3477], [1.1055, -3.1304, -4.6450], [-4.1714, -4.8344, -3.4335], [-3.1222, -5.2153, -2.0671], [-2.4265, -4.6663, -3.5866], [-4.2254, -3.0137, -1.7053], [-3.6387, -2.4079, -3.2286], [-2.2107, -2.6090, -0.7028], [-1.7030, -2.5713, -4.1592], [0.8588, -1.1627, -3.7582], [-0.0234, -1.3805, -5.2603], [1.3949, -3.6393, -3.7263], [2.0119, -2.8588, -5.1820], [0.5456, -3.8283, -5.2665]]
}

Most favorable structure: (one). The second most favorable one is 0.307 eV above it.